# 1
C29H24PSbSe4Ti as an isolated structure at a distorted geometry, computed with the ωB97M-V functional and the def2-TZVPD basis.

Net charge: -2
E_LUMO (alpha / beta): 0.159 / 0.158 Ha
HOMO energy (alpha / beta): -0.28 / -1.33 eV
Multiplicity: 3

Each line ends with the natural charge from an NBO analysis.
Cartesian coordinates (Å):
Ti  0.010391  1.747853  -0.207395  0.74
C  3.281421  3.795464  -2.077660  -0.65
C  3.578715  2.623735  -1.178995  -0.02
C  3.330820  1.320683  -1.613882  -0.21
C  3.611447  0.228971  -0.797068  -0.21
C  4.149991  0.422424  0.468948  -0.23
C  4.401293  1.712563  0.911050  -0.23
C  4.108664  2.799106  0.096702  -0.18
H  4.161945  4.038250  -2.684184  0.19
H  2.992054  4.673667  -1.502854  0.24
H  2.450890  3.560741  -2.743183  0.25
H  2.920479  1.167468  -2.601995  0.24
H  3.394820  -0.771225  -1.153645  0.21
H  4.340481  -0.422391  1.119887  0.20
H  4.797041  1.876075  1.906891  0.20
H  4.268820  3.808006  0.462317  0.20
C  -5.803010  -1.049463  -1.332480  -0.21
C  -5.316339  0.231667  -1.124069  -0.21
C  -3.978628  0.429760  -0.795729  -0.15
C  -3.115423  -0.657856  -0.679182  -0.39
C  -3.608820  -1.943168  -0.907812  -0.14
C  -4.946166  -2.140758  -1.225510  -0.26
P  -1.371114  -0.342367  -0.237029  0.96
C  -0.494214  -1.711411  -1.148350  -0.31
C  0.570337  -2.394281  -0.568369  -0.23
C  1.301112  -3.332674  -1.294935  -0.18
C  0.976840  -3.601257  -2.615523  -0.25
C  -0.073338  -2.910394  -3.211022  -0.21
C  -0.792190  -1.971355  -2.486736  -0.19
C  -1.162148  -1.000582  1.486855  -0.31
C  -1.901308  -1.987880  2.066411  -0.22
C  -1.593795  -2.446802  3.376372  -0.23
C  -0.577033  -1.872476  4.076788  -0.19
C  0.169591  -0.796922  3.522670  -0.10
C  1.132847  -0.088498  4.290552  -0.22
C  1.722099  1.021426  3.768077  -0.21
C  1.431574  1.443940  2.441739  -0.23
C  0.595096  0.751050  1.599169  -0.46
C  -0.098764  -0.365845  2.201033  0.02
H  -6.844631  -1.202001  -1.591673  0.20
H  -5.964157  1.093591  -1.225601  0.22
H  -3.605617  1.432230  -0.633837  0.27
H  -2.940851  -2.794047  -0.846616  0.21
H  -5.315970  -3.145091  -1.396769  0.20
H  0.846217  -2.187488  0.458442  0.23
H  2.129740  -3.847720  -0.822017  0.19
H  1.537282  -4.338484  -3.179083  0.19
H  -0.319013  -3.085810  -4.251830  0.20
H  -1.579672  -1.409621  -2.973476  0.23
H  -2.737035  -2.429751  1.535514  0.21
H  -2.177903  -3.247390  3.816272  0.19
H  -0.343650  -2.207303  5.083521  0.19
H  1.345740  -0.413033  5.304346  0.19
H  2.406235  1.604356  4.377786  0.19
H  1.897836  2.365815  2.105675  0.21
Se  0.062787  5.496652  -0.691521  -0.79
Sb  -1.597794  3.760937  -1.162788  0.90
Se  -1.913543  2.688536  1.201680  -0.69
Se  -0.024491  1.547180  -2.645100  -0.78
Se  -3.727988  4.473196  -2.070778  -0.80

Atoms 1-3, force components in eV/Å:
-0.74 0.08 -0.76
0.10 -0.10 0.03
-0.05 -0.01 -0.06

# 2
C29H25AgBN7OS2 as an isolated structure, computed with the ωB97M-V functional and the def2-TZVPD basis.

Net charge: -2
E_LUMO: 0.144 Ha
Energy relative to the best compared isomer or geometry (same formula, charge and spin): 0.077 eV
HOMO energy: -1.66 eV

Each line ends with the natural charge from an NBO analysis.
Cartesian coordinates (Å):
Ag  1.037500  -0.803807  0.925631  0.78
B  -0.180867  -3.635004  3.687896  0.23
N  0.105395  -2.182709  4.169397  -0.31
C  0.385044  -1.870469  5.446948  -0.06
C  0.518805  -0.497716  5.540354  -0.39
C  0.298100  -0.054247  4.227535  -0.07
N  0.049434  -1.074813  3.416047  -0.28
N  -0.520623  -3.756668  2.172407  -0.29
C  -1.325001  -4.735344  1.720880  -0.04
C  -1.282830  -4.745238  0.341158  -0.39
C  -0.403530  -3.699122  0.034032  -0.07
N  0.050850  -3.114335  1.136711  -0.31
H  0.787662  -4.328677  3.948363  -0.09
H  -1.159834  -4.059798  4.281644  -0.08
H  0.466366  -2.648015  6.190694  0.20
H  0.754702  0.084595  6.416094  0.20
H  0.333510  0.942870  3.816048  0.20
H  -1.862487  -5.352225  2.421895  0.20
H  -1.814525  -5.398020  -0.331144  0.20
H  -0.084381  -3.327449  -0.926861  0.20
C  3.248821  -3.276486  3.934313  -0.42
N  3.490277  -3.594418  2.547552  -0.38
C  3.594579  -4.860829  2.013752  -0.14
C  3.771806  -4.678916  0.676952  -0.10
N  3.784615  -3.342304  0.369608  -0.58
C  3.607797  -2.697059  1.519775  0.23
S  3.494646  -0.980345  1.741668  -0.50
H  4.169761  -3.356064  4.520161  0.17
H  2.491106  -3.948650  4.334804  0.22
H  2.880021  -2.254218  3.986702  0.26
H  3.492473  -5.744866  2.620030  0.20
H  3.871456  -5.439538  -0.082571  0.18
H  2.549206  -2.227954  -0.726960  0.31
C  -1.125798  7.314950  -2.757710  -0.73
C  -2.556852  7.787072  -2.690866  0.42
O  -2.902598  8.851103  -3.149753  -0.59
S  -3.801721  6.758313  -1.945628  0.24
C  -2.938862  5.316605  -1.393314  -0.27
C  -2.476956  5.229860  -0.081501  -0.21
C  -1.779606  4.116320  0.347230  -0.21
C  -1.516266  3.040499  -0.519604  -0.08
C  -2.009690  3.139687  -1.834923  -0.15
C  -2.709923  4.250241  -2.263230  -0.23
C  -0.787461  1.901384  -0.096195  -0.27
C  -0.149580  0.926468  0.290404  -0.38
H  -0.485794  8.184803  -2.617401  0.23
H  -0.954313  6.924885  -3.762964  0.24
H  -0.884392  6.536281  -2.041320  0.25
H  -2.661967  6.052148  0.600071  0.21
H  -1.419806  4.055928  1.365885  0.22
H  -1.825425  2.313723  -2.506988  0.21
H  -3.077643  4.302908  -3.281887  0.21
N  -2.483185  2.132062  -6.896563  -0.37
C  -1.860408  1.592232  -6.092822  0.31
C  -1.084603  0.917066  -5.090456  -0.23
C  -1.646960  -0.126251  -4.354477  -0.15
C  -0.891981  -0.780780  -3.400891  -0.22
C  0.438357  -0.413042  -3.170479  0.02
C  0.979744  0.659581  -3.889274  -0.22
C  0.229049  1.317756  -4.842645  -0.15
C  1.238566  -1.127876  -2.235987  -0.05
C  1.896674  -1.632786  -1.358397  -0.21
H  -2.675616  -0.413182  -4.527418  0.22
H  -1.322948  -1.581117  -2.815056  0.23
H  1.996013  0.964600  -3.682516  0.23
H  0.652084  2.146378  -5.394857  0.22

Atoms 1-3, force components in eV/Å:
-0.25 0.51 0.43
-0.03 -0.07 -0.03
-0.06 -0.01 0.02

# 3
C29H25BaINO3S as an isolated structure, computed with the ωB97M-V functional and the def2-TZVPD basis.

Net charge: -1
E_LUMO: 0.084 Ha
Energy relative to the best compared isomer or geometry (same formula, charge and spin): 0.320 eV
HOMO energy: -3.73 eV

Each line ends with the natural charge from an NBO analysis.
Cartesian coordinates (Å):
Ba  0.143669  0.342694  0.777405  1.78
O  -2.194746  1.111172  1.862150  -0.80
C  -2.365551  -0.137324  1.862230  0.73
O  -1.511497  -0.962535  2.291993  -0.81
C  -3.611116  -0.673184  1.211995  -0.09
C  -4.743374  -0.957096  1.958460  -0.23
C  -5.897275  -1.439727  1.358221  -0.27
C  -5.898699  -1.638161  -0.018624  -0.23
C  -4.767376  -1.359358  -0.766084  -0.24
C  -3.587840  -0.870260  -0.182919  -0.14
S  -2.170387  -0.559395  -1.172838  -0.60
H  -4.721244  -0.797121  3.031545  0.20
H  -6.776277  -1.657170  1.952544  0.19
H  -6.788915  -2.013455  -0.511550  0.19
H  -4.767085  -1.516849  -1.838434  0.20
I  2.480523  0.920340  -2.024058  0.08
C  4.196488  1.360239  -0.869426  -0.10
C  5.300332  1.750483  -1.571345  -0.29
C  6.491104  2.042401  -0.870112  -0.23
C  6.521731  1.927092  0.487560  -0.20
C  5.375005  1.521701  1.215068  -0.09
C  5.424196  1.408403  2.626886  -0.23
C  4.311973  1.027260  3.316751  -0.21
C  3.111657  0.747831  2.620127  -0.32
C  2.963673  0.823833  1.249327  -0.47
C  4.147927  1.224186  0.546700  -0.05
H  5.267575  1.833910  -2.648738  0.21
H  7.371388  2.354442  -1.419014  0.20
H  7.433129  2.147386  1.033801  0.20
H  6.354629  1.631810  3.138207  0.19
H  4.349014  0.942925  4.398439  0.19
H  2.251329  0.456291  3.230559  0.17
C  1.394308  -4.850908  -0.043497  -0.72
C  1.299774  -3.396898  -0.033150  0.34
N  1.195755  -2.257313  -0.019105  -0.37
H  0.406592  -5.277018  0.120789  0.26
H  2.066674  -5.181522  0.745671  0.25
H  1.775476  -5.187640  -1.005594  0.25
C  -4.024349  7.768980  -2.191631  -0.63
C  -3.080228  6.637373  -1.887374  0.02
C  -3.134249  5.970219  -0.670829  -0.24
C  -2.273676  4.924625  -0.362076  0.07
C  -2.399236  4.244512  0.970438  -0.66
C  -1.335379  4.532356  -1.335062  -0.14
C  -0.440974  3.381295  -1.094803  0.43
O  -0.026676  3.011603  -0.015586  -0.59
C  -1.261954  5.192255  -2.571239  0.04
C  -0.251157  4.848592  -3.642172  -0.64
C  -2.134580  6.242097  -2.822250  -0.24
H  -4.710864  7.943198  -1.364124  0.21
H  -4.615318  7.553022  -3.083507  0.22
H  -3.475399  8.694036  -2.378430  0.22
H  -3.875706  6.264955  0.063641  0.20
H  -3.302172  4.589090  1.474730  0.20
H  -1.541388  4.470216  1.605150  0.23
H  -2.447948  3.158529  0.900027  0.28
H  -0.148421  2.815143  -1.994076  0.13
H  0.505956  4.137836  -3.326099  0.22
H  0.269546  5.754729  -3.955593  0.22
H  -0.755031  4.439247  -4.519763  0.22
H  -2.069374  6.763662  -3.772547  0.20

Atoms 1-3, force components in eV/Å:
0.53 0.10 -0.17
0.15 -0.15 0.05
-0.54 -0.03 0.35